No. 1
{"formula": "C5H10O2", "method": "ωB97M-V with the def2-TZVPD basis set", "elements": ["C", "C", "O", "C", "C", "C", "O", "H", "H", "H", "H", "H", "H", "H", "H", "H", "H"], "xyz": [[1.4283, -0.4022, 1.6406], [1.1171, -0.0419, 0.1917], [1.0870, -1.2043, -0.6186], [-0.2185, 0.6882, 0.0896], [-0.8011, 0.8743, -1.3206], [-1.8580, -0.1356, -0.8621], [-1.2861, -0.2151, 0.4564], [2.2917, -1.0719, 1.6842], [1.6396, 0.4868, 2.2442], [0.5672, -0.9155, 2.0849], [1.9073, 0.5934, -0.2269], [0.4085, -1.7689, -0.2204], [-0.2238, 1.5859, 0.7237], [-1.1859, 1.8741, -1.5322], [-0.1544, 0.5329, -2.1307], [-1.8268, -1.1069, -1.3701], [-2.8921, 0.2267, -0.8336]], "fmax_ha_per_bohr": 0.007, "smiles": "C[C@@H](O)[C@H]1CCO1", "homo_lumo_gap_ev": 10.7, "spin_multiplicity": 1}

No. 2
{"formula": "C5H10O2", "method": "ωB97M-V with the def2-TZVPD basis set", "elements": ["C", "C", "O", "C", "C", "C", "O", "H", "H", "H", "H", "H", "H", "H", "H", "H", "H"], "xyz": [[2.5364, -0.6580, -0.2315], [1.1266, -0.8214, 0.2965], [0.3646, 0.2920, -0.1260], [-1.0097, 0.2059, 0.1765], [-1.5287, 1.5710, 0.6025], [-1.7592, -0.3140, -1.0435], [-2.9569, -0.2600, -1.1695], [2.9565, 0.2934, 0.1065], [3.1782, -1.4702, 0.1234], [2.5396, -0.6654, -1.3252], [0.6834, -1.7595, -0.0745], [1.1236, -0.8731, 1.3972], [-1.1829, -0.5174, 0.9914], [-2.6186, 1.5445, 0.6791], [-1.1007, 1.8568, 1.5666], [-1.2453, 2.3243, -0.1387], [-1.1070, -0.7489, -1.8308]], "fmax_ha_per_bohr": 0.009, "smiles": "CCO[C@@H](C)C=O", "homo_lumo_gap_ev": 10.5, "spin_multiplicity": 1}

No. 3
{"formula": "C5H10O2", "method": "ωB97M-V with the def2-TZVPD basis set", "elements": ["C", "O", "C", "C", "C", "C", "O", "H", "H", "H", "H", "H", "H", "H", "H", "H", "H"], "xyz": [[-2.0448, -0.2732, 1.3054], [-0.7587, -0.2211, 0.7336], [-0.7371, 0.4934, -0.4870], [0.6616, 0.5668, -1.0508], [1.9099, 0.8531, -0.2688], [1.7563, -0.4645, -0.9639], [1.4314, -1.6650, 0.3275], [-2.4220, 0.7365, 1.5264], [-1.9570, -0.8378, 2.2361], [-2.7600, -0.7770, 0.6369], [-1.3955, -0.0099, -1.2172], [-1.1412, 1.5085, -0.3298], [0.6330, 0.9925, -2.0568], [2.6460, 1.5629, -0.6427], [1.8246, 0.8056, 0.8148], [1.7609, -1.7930, -0.7228], [0.4572, -1.6589, 0.3893]], "fmax_ha_per_bohr": 0.007, "homo_lumo_gap_ev": 9.2, "spin_multiplicity": 1}

No. 4
{"formula": "C5H10O2", "method": "ωB97M-V with the def2-TZVPD basis set", "elements": ["O", "C", "C", "C", "C", "O", "C", "H", "H", "H", "H", "H", "H", "H", "H", "H", "H"], "xyz": [[-1.4746, 0.4124, -1.5233], [-0.8965, 0.8234, -0.2943], [-1.1463, -0.1910, 0.8590], [0.1934, -0.9044, 1.1350], [0.9935, -0.6028, -0.1259], [2.3857, -0.7224, 0.0137], [0.6139, 0.8712, -0.4158], [-1.1254, -0.4645, -1.7329], [-1.3344, 1.8013, -0.0922], [-1.5227, 0.3128, 1.7519], [-1.9123, -0.8926, 0.5186], [0.0941, -1.9737, 1.3541], [0.7308, -0.4579, 1.9815], [0.6582, -1.2528, -0.9544], [2.5812, 0.1841, -0.2314], [1.0483, 1.5239, 0.3653], [0.9322, 1.2738, -1.3891]], "fmax_ha_per_bohr": 0.027, "smiles": "O[C@H]1CC[C@H](O)C1", "homo_lumo_gap_ev": 11.2, "spin_multiplicity": 1}

No. 5
{"formula": "C5H10O2", "method": "ωB97M-V with the def2-TZVPD basis set", "elements": ["C", "C", "C", "C", "O", "C", "O", "H", "H", "H", "H", "H", "H", "H", "H", "H", "H"], "xyz": [[-1.0700, -1.4994, 0.3169], [-0.6525, -0.1116, -0.1046], [0.7564, -0.0437, -0.6891], [1.6605, 0.2757, 0.5067], [2.5984, 1.3075, 0.2947], [-1.7062, 0.8417, -0.3922], [-0.9686, 0.8249, 0.9027], [-1.2842, -2.1059, -0.5653], [-0.2466, -1.9580, 0.8755], [-1.9478, -1.4741, 0.9717], [0.8433, 0.7255, -1.4692], [0.9628, -1.0076, -1.1705], [2.2247, -0.5965, 0.8518], [0.9274, 0.5663, 1.2903], [2.1559, 2.0038, -0.2048], [-2.7153, 0.4398, -0.5746], [-1.5381, 1.8114, -0.8398]], "fmax_ha_per_bohr": 0.035, "smiles": "C[C@@]1(CCO)CO1", "homo_lumo_gap_ev": 10.9, "spin_multiplicity": 1}

No. 6
{"formula": "C5H10O2", "method": "ωB97M-V with the def2-TZVPD basis set", "elements": ["C", "C", "O", "C", "C", "C", "O", "H", "H", "H", "H", "H", "H", "H", "H", "H", "H"], "xyz": [[-1.3311, -0.2648, -1.0750], [-0.5032, -1.4878, -0.7065], [0.7736, -1.0646, -0.2606], [0.5539, -0.0277, 0.6649], [1.8737, 0.6011, 1.0621], [-0.3567, 1.0103, 0.0045], [-1.2300, 1.6799, 0.7358], [-2.4102, -0.4609, -0.9582], [-1.6266, 0.7089, -0.1243], [-1.1675, 0.1148, -2.0847], [-1.0076, -2.0504, 0.0943], [-0.3410, -2.1598, -1.5526], [0.0132, -0.3978, 1.5524], [1.6991, 1.4454, 1.7363], [2.5054, -0.1321, 1.5714], [2.4060, 0.9574, 0.1738], [0.1489, 1.5281, -0.8334]], "fmax_ha_per_bohr": 0.008, "homo_lumo_gap_ev": 10.2, "spin_multiplicity": 1}